The following is a quantum chemistry calculation of a structure of composition C24H33ClI2OOsP3, from the Open Molecules 2025 dataset.

Geometry as XYZ:
```
65
Properties=species:S:1:pos:R:3:nbo_charge:R:1
I 1.10 -0.19 -2.00 0.64
I 1.96 0.11 0.45 0.43
Os 6.15 0.15 -2.32 0.31
P 2.77 -2.10 -1.14 1.31
C 1.50 -2.87 -0.09 -1.03
C 2.58 -3.12 -2.60 -1.00
H 2.80 -4.14 -2.27 0.29
H 4.45 -3.47 -0.35 0.30
H 3.30 -2.79 -3.34 0.29
H 5.12 -1.84 -0.66 0.27
H 0.48 -2.71 -0.46 0.29
H 1.55 -3.04 -2.98 0.28
C 4.28 -2.39 -0.24 -1.00
H 1.69 -3.94 -0.04 0.29
H 4.15 -2.13 0.82 0.28
H 1.51 -2.46 0.93 0.26
P 2.59 2.02 -1.59 1.20
C 1.24 2.88 -0.71 -1.02
C 4.06 2.65 -0.81 -0.99
H 3.06 2.26 -3.90 0.28
H 2.44 3.77 -3.16 0.29
H 1.29 2.42 -3.56 0.27
C 2.30 2.69 -3.23 -1.00
H 4.96 2.09 -1.11 0.23
H 4.14 3.69 -1.16 0.30
H 1.37 3.96 -0.86 0.29
H 1.26 2.67 0.36 0.26
H 3.94 2.63 0.29 0.28
H 0.25 2.59 -1.07 0.28
Cl 6.74 -0.17 -4.22 -0.12
O -0.78 0.02 0.05 -1.20
P -2.10 0.00 0.79 1.93
C -2.89 1.44 0.09 -0.37
C -3.53 2.32 0.98 -0.20
C -4.17 3.47 0.52 -0.19
C -4.13 3.82 -0.82 -0.16
C -3.40 3.02 -1.70 -0.20
C -2.77 1.85 -1.27 -0.22
C -2.73 -1.64 0.43 -0.47
C -3.30 -2.36 1.49 -0.18
C -3.84 -3.63 1.30 -0.18
C -3.78 -4.25 0.07 -0.16
C -3.12 -3.59 -0.97 -0.22
C -2.60 -2.30 -0.82 -0.14
C -1.51 0.21 2.52 -0.38
C -0.95 -0.90 3.20 -0.21
C -0.31 -0.73 4.43 -0.20
C -0.11 0.54 4.97 -0.15
C -0.42 1.64 4.17 -0.22
C -1.05 1.48 2.93 -0.19
H -3.52 2.04 2.05 0.23
H -4.75 4.06 1.24 0.25
H -4.74 4.65 -1.20 0.25
H -3.38 3.28 -2.77 0.24
H -2.19 1.24 -1.97 0.20
H -3.33 -1.86 2.48 0.23
H -4.37 -4.10 2.14 0.25
H -4.31 -5.19 -0.11 0.25
H -3.08 -4.07 -1.96 0.24
H -2.08 -1.81 -1.64 0.20
H -0.91 -1.90 2.70 0.23
H 0.08 -1.61 4.97 0.24
H 0.22 0.66 5.98 0.25
H -0.13 2.64 4.52 0.25
H -1.07 2.34 2.22 0.23
```

Values from the calculation:
Charge: +3
2S+1: 5
E_LUMO (alpha / beta) (Ha): -0.4563 / -0.4472
HOMO level (alpha / beta) (Eh): -0.596 / -0.588
⟨S²⟩: 6.20
DFT total energy (eV): -86492.3549
ΔE to the lowest compared entry with this formula, charge and spin (eV): 8.999
Orbital gap (alpha / beta) (eV): 3.81 / 3.83

=====

The following is a quantum chemistry calculation of a cluster of 2 separate species, C3H7OS in total, from the Open Molecules 2025 dataset.

Geometry as XYZ:
```
12
Properties=species:S:1:pos:R:3:nbo_charge:R:1
O -1.52 2.29 0.90 -0.56
C -0.54 2.27 0.21 0.29
H 0.47 2.51 0.57 0.11
H -0.60 2.07 -0.86 0.13
C -0.47 -1.43 -0.11 -0.62
C 0.99 -0.93 0.03 -0.53
S 1.52 0.06 -1.37 -0.71
H -1.10 -0.57 -0.32 0.20
H -0.53 -2.10 -0.96 0.19
H -0.86 -1.92 0.79 0.17
H 1.03 -0.42 1.01 0.16
H 1.61 -1.82 0.12 0.17
```

Values from the calculation:
Charge: -1
E_LUMO (Ha): 0.1477
HOMO level (Eh): -0.092
DFT total energy (eV): -16107.2747
ΔE to the lowest compared entry with this formula, charge and spin (eV): 1.003
Orbital gap (eV): 6.52

=====

The following is a quantum chemistry calculation of a cluster of 2 separate species, C9H16N4S in total, from the Open Molecules 2025 dataset.

Geometry as XYZ:
```
30
Properties=species:S:1:pos:R:3:nbo_charge:R:1
C 4.27 1.19 0.95 -0.06
C 2.85 1.18 1.12 -0.22
C 4.88 0.15 0.33 -0.22
C 2.12 0.20 0.52 -0.10
C 4.13 -0.78 -0.40 -0.10
C 2.74 -0.84 -0.28 -0.02
C -1.84 -0.65 -1.03 -0.07
C -4.68 0.81 1.47 -0.63
C -4.17 1.78 0.35 -0.24
N -2.70 0.07 -0.33 -0.24
N 1.90 -1.62 -1.01 0.02
N 2.27 -2.69 -1.58 -0.40
N -3.24 1.26 -0.63 -0.39
S -1.12 -2.02 -0.24 0.15
H 4.85 1.99 1.57 0.27
H 2.39 1.92 1.77 0.26
H 5.99 0.28 0.20 0.27
H 1.01 0.17 0.49 0.22
H 4.48 -1.22 -1.38 0.23
H -1.32 -0.27 -1.95 0.26
H -5.18 -0.05 1.15 0.23
H -3.77 0.55 2.03 0.19
H -5.51 1.40 1.89 0.28
H -3.56 2.62 1.02 0.22
H -5.08 2.11 -0.15 0.24
H -2.81 -0.26 0.65 0.45
H 3.36 -3.05 -1.55 0.41
H 1.67 -3.23 -2.18 0.42
H -3.25 1.66 -1.55 0.43
H -0.67 -2.65 -1.28 0.14
```

Values from the calculation:
Charge: +2
E_LUMO (Ha): -0.3205
HOMO level (Eh): -0.566
DFT total energy (eV): -26367.1191
ΔE to the lowest compared entry with this formula, charge and spin (eV): 4.007
Orbital gap (eV): 6.68

=====

The following is a quantum chemistry calculation of a cluster of 14 separate species, C4H30O16 in total, from the Open Molecules 2025 dataset.

Geometry as XYZ:
```
50
Properties=species:S:1:pos:R:3:nbo_charge:R:1
C -4.95 7.50 -9.86 -0.73
C -4.08 8.00 -8.70 0.76
O -2.91 7.63 -8.59 -0.81
O -4.64 8.84 -7.99 -0.81
H -5.31 8.29 -10.52 0.21
H -5.80 7.00 -9.40 0.19
H -4.43 6.72 -10.42 0.19
C -8.89 6.70 -14.76 -0.72
C -7.75 6.79 -15.73 0.74
O -7.23 7.94 -15.94 -0.82
O -7.36 5.76 -16.30 -0.78
H -8.90 5.75 -14.23 0.19
H -9.81 6.77 -15.33 0.20
H -8.85 7.37 -13.90 0.20
O -7.44 12.58 -8.49 -0.95
H -6.87 13.35 -8.54 0.46
H -6.85 11.84 -8.46 0.49
O 2.37 9.04 -7.10 -0.94
H 2.85 9.64 -7.67 0.46
H 1.49 9.01 -7.47 0.48
O -2.13 5.88 -15.77 -0.96
H -2.22 6.28 -16.63 0.47
H -3.03 5.76 -15.46 0.49
O -1.96 2.80 -11.85 -0.94
H -1.65 2.65 -10.96 0.47
H -1.22 3.22 -12.30 0.47
O 0.21 5.41 -4.18 -0.94
H -0.33 5.61 -4.94 0.48
H -0.30 4.76 -3.69 0.46
O 0.13 7.33 -11.99 -0.96
H -0.51 7.28 -11.28 0.49
H -0.32 6.97 -12.75 0.47
O -1.53 9.82 -2.99 -0.95
H -0.75 9.34 -2.74 0.47
H -1.91 9.32 -3.71 0.48
O -5.58 1.36 -9.54 -0.94
H -6.01 0.66 -10.03 0.46
H -4.86 1.64 -10.11 0.48
O -8.78 9.76 -4.40 -0.94
H -9.09 10.61 -4.10 0.46
H -8.09 9.97 -5.04 0.48
O -8.68 11.95 -13.93 -0.96
H -8.97 11.70 -13.06 0.47
H -8.26 11.16 -14.28 0.49
O -3.33 13.33 -5.35 -0.95
H -3.69 12.50 -5.67 0.48
H -2.56 13.08 -4.84 0.47
O -6.36 3.89 -5.52 -0.95
H -6.31 3.23 -6.22 0.47
H -6.56 4.71 -5.97 0.48
```

Values from the calculation:
Charge: -2
E_LUMO (Ha): 0.1368
HOMO level (Eh): -0.084
DFT total energy (eV): -37396.2817
Orbital gap (eV): 6.00

=====

The following is a quantum chemistry calculation of a structure of composition C8H24CrO8S, from the Open Molecules 2025 dataset.

Geometry as XYZ:
```
42
Properties=species:S:1:pos:R:3:nbo_charge:R:1
Cr -24.96 -26.79 12.09 1.26
S -26.10 -29.20 12.19 2.62
O -25.34 -30.31 12.72 -1.04
O -25.36 -28.55 11.11 -1.06
O -27.44 -29.56 11.77 -1.03
O -26.12 -28.14 13.18 -1.06
C -25.87 -23.56 15.00 -0.64
C -25.07 -24.84 14.75 -0.06
O -24.90 -24.95 13.37 -0.73
H -26.74 -23.52 14.34 0.22
H -25.30 -22.65 14.79 0.20
H -26.09 -23.46 16.06 0.23
H -25.62 -25.72 15.08 0.22
H -24.10 -24.82 15.25 0.16
H -24.57 -24.10 13.06 0.49
C -21.92 -26.63 9.51 -0.64
C -22.44 -25.60 10.56 -0.06
O -23.82 -25.78 10.67 -0.72
H -20.85 -26.49 9.34 0.22
H -22.42 -26.58 8.54 0.21
H -21.99 -27.63 9.95 0.23
H -22.26 -24.59 10.18 0.17
H -21.91 -25.73 11.50 0.20
H -24.12 -25.51 9.80 0.50
C -22.20 -27.67 15.38 -0.64
C -22.14 -27.05 13.97 -0.06
O -23.20 -27.51 13.13 -0.75
H -23.03 -27.42 16.03 0.23
H -21.37 -27.33 16.01 0.22
H -22.05 -28.74 15.28 0.22
H -21.18 -27.25 13.49 0.17
H -22.22 -25.97 14.10 0.17
H -23.02 -28.45 13.06 0.51
C -28.61 -24.33 11.37 -0.64
C -27.17 -24.74 10.91 -0.05
O -26.90 -26.05 11.38 -0.75
H -29.37 -24.92 10.87 0.22
H -28.74 -23.27 11.15 0.21
H -28.73 -24.40 12.45 0.22
H -26.50 -24.00 11.36 0.16
H -27.02 -24.70 9.83 0.16
H -27.67 -26.59 11.23 0.52
```

Values from the calculation:
2S+1: 5
E_LUMO (alpha / beta) (Ha): -0.0150 / -0.0152
HOMO level (alpha / beta) (Eh): -0.256 / -0.277
⟨S²⟩: 6.01
DFT total energy (eV): -64321.6829
ΔE to the lowest compared entry with this formula, charge and spin (eV): 1.003
Orbital gap (alpha / beta) (eV): 6.55 / 7.13

=====

The following is a quantum chemistry calculation of a structure of composition C8H20KNO3, from the Open Molecules 2025 dataset.

Geometry as XYZ:
```
33
Properties=species:S:1:pos:R:3:nbo_charge:R:1
K -0.46 0.25 1.00 0.94
C -4.42 -1.66 0.29 -0.63
C -3.66 -0.49 0.91 -0.01
O -3.13 0.37 0.01 -0.99
H -5.12 -1.28 -0.46 0.20
H -5.04 -2.15 1.05 0.18
H -3.76 -2.36 -0.23 0.17
H -2.86 -0.96 1.58 0.01
H -4.31 0.00 1.68 0.10
C -0.66 -3.01 -0.47 -0.26
O 0.45 -2.15 -0.22 -0.57
C 1.24 -1.87 -1.35 -0.07
C 2.37 -0.98 -0.91 -0.24
N 1.89 0.37 -0.59 -0.65
C 2.93 1.24 -0.01 -0.24
C 2.31 2.61 0.21 -0.07
O 1.22 2.58 1.10 -0.56
C 0.63 3.86 1.22 -0.25
H -1.11 -3.23 0.49 0.20
H -0.35 -3.91 -0.99 0.17
H -1.44 -2.49 -1.05 0.20
H 0.59 -1.38 -2.09 0.17
H 1.64 -2.80 -1.79 0.18
H 3.13 -0.92 -1.70 0.18
H 2.83 -1.44 -0.03 0.20
H 1.61 0.78 -1.48 0.36
H 3.77 1.35 -0.71 0.18
H 3.24 0.81 0.95 0.20
H 2.04 3.02 -0.78 0.16
H 3.08 3.29 0.59 0.17
H 0.08 4.14 0.31 0.18
H 1.37 4.63 1.44 0.17
H -0.09 3.80 2.03 0.20
```

Values from the calculation:
E_LUMO (Ha): -0.0010
HOMO level (Eh): -0.220
DFT total energy (eV): -32576.2025
Orbital gap (eV): 5.97

=====

The following is a quantum chemistry calculation of an isolated molecule of C22H26N4O3, from the Open Molecules 2025 dataset.

Geometry as XYZ:
```
55
Properties=species:S:1:pos:R:3:nbo_charge:R:1
C 2.50 0.01 1.09 -0.26
O 2.50 -0.86 -0.02 -0.51
C 1.98 -2.11 0.12 0.39
C 1.96 -2.91 -1.02 -0.28
C 1.42 -4.17 -0.97 -0.18
C 0.86 -4.66 0.20 -0.25
C 0.88 -3.88 1.34 0.01
C 0.14 -4.31 2.58 -0.40
C -1.34 -3.88 2.46 -0.45
C -1.38 -2.48 1.98 0.48
N -1.18 -1.39 2.65 -0.31
N -1.14 -0.38 1.76 -0.34
C -1.33 -0.89 0.59 0.49
C -1.34 -0.17 -0.70 -0.47
C -2.74 0.39 -1.03 -0.48
C -2.59 1.35 -2.21 0.68
O -2.90 1.06 -3.34 -0.63
N -2.07 2.54 -1.84 -0.65
C -1.42 3.42 -2.78 -0.22
C 0.09 3.17 -2.81 -0.45
C 0.77 3.43 -1.49 0.25
C 2.02 4.04 -1.43 -0.27
C 2.61 4.22 -0.19 -0.15
C 1.94 3.81 0.95 -0.27
C 0.69 3.22 0.81 0.25
C -0.12 2.79 1.99 -0.67
N 0.14 3.03 -0.38 -0.51
O -1.51 -2.22 0.66 -0.41
C 1.46 -2.61 1.31 -0.35
H 1.48 0.16 1.47 0.19
H 3.14 -0.36 1.89 0.18
H 2.88 0.96 0.72 0.20
H 2.37 -2.51 -1.93 0.22
H 1.42 -4.79 -1.86 0.22
H 0.41 -5.64 0.22 0.21
H 0.57 -3.82 3.46 0.22
H 0.19 -5.39 2.72 0.22
H -1.84 -3.95 3.43 0.24
H -1.85 -4.51 1.73 0.23
H -0.63 0.66 -0.63 0.25
H -1.03 -0.85 -1.49 0.24
H -3.42 -0.41 -1.29 0.23
H -3.13 0.93 -0.16 0.22
H -1.66 2.62 -0.91 0.43
H -1.85 3.22 -3.77 0.24
H -1.63 4.45 -2.50 0.19
H 0.55 3.80 -3.58 0.22
H 0.26 2.12 -3.08 0.23
H 2.51 4.36 -2.33 0.22
H 3.59 4.68 -0.12 0.22
H 2.38 3.94 1.92 0.22
H 0.46 2.87 2.91 0.21
H -1.00 3.43 2.08 0.23
H -0.47 1.76 1.87 0.27
H 1.47 -2.02 2.21 0.23
```

Values from the calculation:
Structure (SMILES): COc1cccc(CCc2nnc(CCC(=O)NCCc3cccc(C)n3)o2)c1
E_LUMO (Ha): 0.0268
HOMO level (Eh): -0.315
DFT total energy (eV): -35339.4762
ΔE to the lowest compared entry with this formula, charge and spin (eV): 2.324
Orbital gap (eV): 9.30

=====

The following is a quantum chemistry calculation of a cluster of 2 separate species, C5H6ClNO in total, from the Open Molecules 2025 dataset.

Geometry as XYZ:
```
14
Properties=species:S:1:pos:R:3:nbo_charge:R:1
C -0.09 1.06 -0.02 -0.08
C 1.26 0.58 -0.11 -0.20
C -1.02 -0.13 -0.15 -0.49
C 1.29 -0.75 -0.36 -0.21
C -0.05 -1.23 -0.54 -0.17
N -1.10 0.79 2.49 0.08
O -0.38 1.47 1.87 -0.18
Cl -0.42 -1.42 -2.34 -0.12
H -0.24 2.04 -0.35 0.21
H 2.01 1.37 0.08 0.23
H -1.22 -0.28 0.87 0.23
H -1.90 0.10 -0.69 0.25
H 2.11 -1.36 -0.56 0.23
H -0.26 -2.26 -0.17 0.24
```

Values from the calculation:
E_LUMO (alpha / beta) (Ha): -0.0079 / -0.0055
HOMO level (alpha / beta) (Eh): -0.277 / -0.278
DFT total energy (eV): -21337.1154
ΔE to the lowest compared entry with this formula, charge and spin (eV): 5.367
Orbital gap (alpha / beta) (eV): 7.31 / 7.41

=====

The following is a quantum chemistry calculation of a cluster of 2 separate species, C3H8O2 in total, from the Open Molecules 2025 dataset.

Geometry as XYZ:
```
13
Properties=species:S:1:pos:R:3:nbo_charge:R:1
O -1.77 -0.20 0.24 -0.54
C -1.18 0.24 -0.73 0.45
C 0.23 -0.11 -1.06 -0.55
C 1.09 -0.50 0.16 -0.05
O 0.42 -1.02 1.27 -0.74
H -1.78 0.82 -1.44 0.13
H 0.13 -0.98 -1.74 0.25
H 0.71 0.68 -1.65 0.23
H 1.81 -1.26 -0.16 0.17
H 1.66 0.39 0.46 0.16
H -0.53 -0.93 1.13 0.49
H -0.17 1.34 2.04 0.02
H -0.61 1.52 1.48 -0.03
```

Values from the calculation:
Structure (SMILES): O=CCCO.[H][H]
E_LUMO (Ha): 0.0225
HOMO level (Eh): -0.362
DFT total energy (eV): -7333.8651
ΔE to the lowest compared entry with this formula, charge and spin (eV): 2.185
Orbital gap (eV): 10.47

=====

The following is a quantum chemistry calculation of a structure of composition C47H54N5O3Pb, from the Open Molecules 2025 dataset.

Geometry as XYZ:
```
110
Properties=species:S:1:pos:R:3:nbo_charge:R:1
Pb 0.91 1.50 -0.29 1.46
C 3.09 -0.04 3.65 -0.62
C 1.90 -0.05 4.63 -0.21
C 1.42 -1.45 5.09 -0.60
C 0.75 0.89 4.26 -0.09
C 0.32 1.64 5.36 -0.20
C -0.67 2.60 5.30 -0.28
C -1.28 2.81 4.08 -0.20
C -0.93 2.08 2.95 -0.08
C -1.74 2.34 1.70 -0.26
C -1.51 3.75 1.13 -0.60
C -3.24 2.10 1.92 -0.60
C 0.12 1.09 2.98 0.27
N 0.45 0.49 1.77 -0.87
C 0.91 -0.83 1.62 -0.11
C 1.18 -1.39 0.44 -0.11
N 1.05 -0.76 -0.82 -0.85
C 0.91 -1.52 -1.97 0.19
C 0.28 -2.81 -2.03 -0.01
C 0.28 -3.53 -3.22 -0.24
C 0.82 -3.05 -4.39 -0.27
C 1.34 -1.76 -4.38 -0.21
C 1.38 -1.00 -3.22 -0.06
C 2.03 0.37 -3.32 -0.21
C 3.50 0.30 -2.88 -0.61
C 1.89 1.05 -4.68 -0.60
C -0.47 -3.48 -0.87 -0.26
C 0.32 -4.65 -0.28 -0.60
C -1.87 -3.95 -1.27 -0.60
H 3.79 -0.84 3.91 0.19
H 3.62 0.91 3.74 0.21
H 2.81 -0.16 2.61 0.25
H 2.31 0.38 5.54 0.19
H 0.69 -1.91 4.43 0.20
H 0.93 -1.35 6.07 0.20
H 2.27 -2.14 5.21 0.20
H 0.81 1.47 6.31 0.19
H -0.95 3.18 6.18 0.20
H -2.07 3.55 3.99 0.19
H -1.44 1.62 0.96 0.23
H -1.91 4.51 1.81 0.20
H -2.00 3.86 0.16 0.20
H -0.44 3.95 1.00 0.22
H -3.68 2.84 2.60 0.19
H -3.42 1.11 2.33 0.21
H -3.78 2.18 0.96 0.19
H 1.03 -1.46 2.47 0.18
H 1.62 -2.38 0.48 0.18
H -0.17 -4.52 -3.23 0.19
H 0.81 -3.64 -5.30 0.19
H 1.74 -1.35 -5.30 0.20
H 1.52 1.03 -2.63 0.18
H 4.06 -0.37 -3.53 0.19
H 3.57 -0.07 -1.85 0.24
H 3.96 1.30 -2.91 0.20
H 2.55 0.60 -5.43 0.19
H 2.17 2.10 -4.59 0.21
H 0.86 0.99 -5.05 0.21
H -0.62 -2.74 -0.09 0.22
H 0.43 -5.44 -1.04 0.19
H -0.20 -5.08 0.58 0.20
H 1.32 -4.35 0.03 0.21
H -1.85 -4.76 -2.00 0.19
H -2.45 -3.12 -1.69 0.21
H -2.40 -4.32 -0.39 0.20
C 7.17 -1.16 1.91 -0.25
O 7.61 0.11 1.46 -0.50
C 6.65 0.94 0.99 0.35
C 7.10 2.24 0.65 -0.36
C 6.19 3.13 0.14 -0.11
C 4.82 2.83 -0.05 -0.37
C 3.92 3.79 -0.66 0.58
C 4.46 5.09 -1.26 -0.70
O 2.71 3.64 -0.77 -0.63
C 4.35 1.52 0.35 0.56
O 3.15 1.10 0.29 -0.81
C 5.34 0.59 0.84 -0.43
H 8.04 -1.65 2.34 0.19
H 6.80 -1.77 1.08 0.18
H 6.39 -1.07 2.66 0.18
H 8.14 2.50 0.80 0.21
H 6.56 4.11 -0.10 0.19
H 5.53 5.24 -1.18 0.20
H 3.94 5.92 -0.78 0.23
H 4.19 5.10 -2.31 0.23
H 4.96 -0.39 1.08 0.23
N -6.65 -0.20 -2.25 -0.55
C -7.83 -0.89 -2.07 0.17
C -9.11 -0.72 -2.59 -0.27
C -10.07 -1.61 -2.16 -0.21
C -9.77 -2.65 -1.26 -0.24
C -8.49 -2.82 -0.76 -0.18
C -7.50 -1.92 -1.17 0.06
N -6.17 -1.84 -0.82 -0.44
C -5.70 -0.82 -1.47 0.38
C -4.31 -0.34 -1.40 -0.07
C -3.38 -1.02 -0.62 -0.17
C -2.08 -0.55 -0.55 0.06
N -1.67 0.55 -1.18 -0.44
C -2.56 1.20 -1.92 0.04
C -3.88 0.81 -2.06 -0.24
H -6.50 0.59 -2.84 0.41
H -9.35 0.07 -3.29 0.21
H -11.09 -1.51 -2.52 0.21
H -10.55 -3.33 -0.95 0.21
H -8.24 -3.62 -0.07 0.22
H -3.69 -1.91 -0.09 0.24
H -1.33 -1.06 0.05 0.23
H -2.19 2.10 -2.41 0.20
H -4.55 1.40 -2.66 0.20
```

Values from the calculation:
Charge: -1
E_LUMO (Ha): 0.0655
HOMO level (Eh): -0.111
DFT total energy (eV): -68459.0217
ΔE to the lowest compared entry with this formula, charge and spin (eV): 0.211
Orbital gap (eV): 4.80